This record from the Open Molecules 2025 dataset describes a molecular structure, C44H45FN3O5P2Re. The level of theory is the ωB97M-V functional and the def2-TZVPD basis.

Geometry as XYZ:
```
101
Properties=species:S:1:pos:R:3:forces:R:3
Re 0.28914 -0.86169 -0.01339 1.2 -1.5 -0.4
P 0.47814 1.70901 -0.14409 0.1 1.2 0.1
P -2.03676 -1.64009 0.22431 -2.9 -1.0 0.6
F 0.52784 -2.84369 -0.08659 -0.2 1.2 0.1
O 2.51094 -1.32239 -3.58919 0.2 0.0 0.4
O -2.16286 -3.21129 0.07431 0.5 0.6 0.3
O -3.35876 -1.26149 -0.65059 1.5 -0.3 0.2
O 2.75544 -0.98489 3.40661 0.1 -0.1 -0.5
O -2.49536 -1.48089 1.74491 0.7 0.5 -1.0
N 0.87764 -0.92089 2.10641 -0.3 0.3 -2.8
N 2.33664 -0.91399 -0.09429 0.7 -0.2 0.0
N 0.71834 -1.08729 -2.17849 0.4 0.5 2.6
C -0.00266 -2.64619 3.56851 0.0 0.6 -0.2
C 2.90804 2.67341 -3.35189 0.1 0.0 -0.1
C -0.19206 -1.49549 -3.14699 -1.3 -0.5 -1.4
C 2.56534 3.79051 3.39461 0.0 0.0 0.0
C -3.53096 3.96401 -0.49189 0.0 0.0 0.0
C -1.42496 0.67181 -2.83219 0.1 -0.2 0.0
C 2.47044 4.67371 -2.11439 0.0 0.1 0.1
C -1.11036 2.59601 -0.33069 -0.1 -0.3 0.0
C 2.03884 -1.20399 -2.47069 0.0 0.2 -0.5
C 0.05534 -1.28699 3.18331 -1.0 -0.5 1.5
C -2.13056 -1.01379 -4.51919 -0.1 -0.3 -0.1
C 1.01764 -3.72859 -3.45969 0.2 0.0 -0.1
C -1.98486 -2.23069 -5.16749 0.0 0.1 0.1
C 1.23594 2.52061 1.31441 -0.1 -0.2 0.1
C 0.83544 -3.68039 2.89881 0.2 0.0 -0.1
C 3.15894 2.71981 2.74661 0.1 0.0 0.0
C 2.50594 2.10181 1.69661 -0.2 0.0 0.0
C 2.21184 -0.97079 2.31571 0.4 0.2 0.6
C -1.99966 -3.94269 -1.13559 0.1 -0.4 -0.5
C -0.95616 -3.07689 -4.80029 -0.2 0.1 0.0
C -0.49956 1.12471 3.61241 0.0 -0.2 -0.1
C 0.64644 3.60331 1.96061 -0.1 -0.2 -0.1
C -1.25826 -0.64329 -3.51429 0.5 -0.2 0.1
C -0.66256 -0.32589 3.92091 0.4 -0.3 -0.3
C -1.54696 -2.06759 5.33031 0.0 0.2 0.0
C 2.93214 -1.14749 -1.26299 0.5 -0.2 -0.5
C -3.49226 -2.35279 2.28941 -0.5 -0.3 0.3
C 1.53994 2.57991 -1.36829 0.0 -0.4 -0.2
C -0.05246 -2.74499 -3.80029 -0.1 0.4 0.3
C 2.13964 1.95441 -2.45099 -0.1 -0.1 0.1
C 1.72694 3.95591 -1.19829 0.0 0.0 0.1
C -1.32586 3.53111 -1.33959 0.1 0.0 0.0
C 3.01954 -1.05009 1.04311 0.5 -0.3 0.5
C -1.45076 -0.72939 4.98391 -0.1 -0.2 0.1
C -4.16046 -0.10519 -0.49359 -0.3 0.4 -0.1
C 3.06564 4.03681 -3.19219 0.0 -0.1 -0.1
C -2.53166 4.20371 -1.41999 0.0 0.0 0.0
C -2.13996 2.31221 0.56401 0.1 0.0 -0.1
C 4.28574 -1.44069 -1.34589 -0.3 0.1 0.0
C 5.02114 -1.53629 -0.17279 -0.3 0.0 0.0
C 4.37094 -1.37089 1.04341 -0.3 0.2 0.0
C 1.31754 4.23661 2.99091 0.0 0.1 0.0
C -3.33336 3.01091 0.49391 -0.1 0.0 0.1
C -0.81786 -3.00919 4.62881 -0.1 0.1 0.0
H 1.93284 -3.48609 -4.00289 0.0 -0.1 0.0
H 3.64634 4.60351 -3.90229 0.1 0.1 -0.1
H 1.25714 -3.72029 -2.39779 0.0 -0.1 0.1
H -3.80786 -1.90699 3.23091 0.1 0.0 -0.1
H 0.86304 5.08401 3.47961 -0.1 0.1 0.1
H -0.86526 -4.04919 4.91351 0.0 -0.1 0.0
H 4.70984 -1.61329 -2.32349 0.0 0.0 -0.1
H -0.33346 3.94961 1.66201 0.0 0.0 0.0
H -2.68176 4.91921 -2.21319 0.0 0.1 -0.1
H 2.00344 0.90171 -2.60979 -0.1 0.1 -0.1
H -4.33976 -2.45089 1.60901 0.0 0.1 0.0
H -5.15826 -0.37929 -0.83649 0.1 0.0 0.1
H -0.50556 1.25251 -2.88019 0.0 0.1 0.0
H 3.36964 2.15871 -4.18009 0.0 -0.1 -0.1
H 0.78694 -3.59469 1.81821 0.0 -0.1 -0.1
H 1.87844 -3.55279 3.19431 0.1 -0.1 0.0
H -4.20606 0.21201 0.54931 0.0 -0.1 0.0
H -2.67256 -2.51629 -5.94859 0.0 0.0 -0.1
H -2.16756 -2.36679 6.16031 -0.1 -0.1 0.1
H 2.99404 1.30101 1.15941 0.1 0.1 0.0
H -0.55936 3.74691 -2.06879 0.0 0.0 0.0
H -2.30496 -4.96259 -0.90629 0.0 0.1 -0.1
H -0.85256 -4.03039 -5.29499 0.0 -0.1 -0.1
H -2.00936 1.53651 1.30711 0.0 0.0 0.2
H -1.33366 1.71731 3.98141 -0.1 0.0 0.0
H -1.97686 0.01991 5.55941 -0.1 0.0 0.0
H 1.28444 4.47281 -0.35849 0.0 0.0 0.0
H 0.70704 -4.72779 -3.75449 0.0 -0.1 0.1
H 0.41574 1.49201 4.07661 0.1 0.1 -0.1
H -4.12036 2.80301 1.20101 -0.1 0.0 0.1
H -0.39866 1.26331 2.53931 0.0 0.1 0.2
H 6.07434 -1.76979 -0.20529 0.1 0.0 0.0
H -0.95646 -3.93349 -1.44389 -0.1 0.0 0.0
H -2.92366 -0.33939 -4.80849 -0.1 0.1 0.0
H -2.63026 -3.53119 -1.92259 0.0 0.0 0.0
H -3.78816 0.71591 -1.10769 0.0 0.0 0.0
H 4.13024 2.36861 3.05721 0.1 0.0 0.0
H -3.06756 -3.33929 2.47411 0.0 0.1 0.0
H 2.58764 5.73891 -1.99029 0.0 0.1 0.1
H 0.51474 -4.67659 3.18991 0.0 -0.1 0.0
H 4.86774 -1.49769 1.99391 0.0 0.0 0.1
H 3.07714 4.28421 4.20561 0.1 0.0 0.1
H -2.22766 1.25031 -3.28119 -0.1 0.1 0.0
H -4.46036 4.50991 -0.54529 -0.1 0.0 0.0
H -1.65876 0.50101 -1.77999 -0.1 0.2 0.1
```
Positions in Å, forces in eV/Å.

Energy above the lowest of the compared OMol25 structures with the same formula, charge and spin: 45.7 kJ/mol
Multiplicity: 4
Total charge: +1
Frontier orbital gap (alpha / beta): 7.362 / 5.785 eV
E_HOMO (alpha / beta): -10.6 / -10.8 eV

This record from the Open Molecules 2025 dataset describes a molecular structure, C44H46Cl3HfN7S2. The level of theory is the ωB97M-V functional and the def2-TZVPD basis.

Geometry as XYZ:
```
103
Properties=species:S:1:pos:R:3:forces:R:3
Hf 0.01186 -0.07418 -0.10960 1.4 -1.2 -0.3
Cl -2.86025 4.12166 -1.91719 -0.1 0.0 -0.3
Cl -3.74898 3.34036 0.73165 -0.3 0.0 0.2
Cl -1.65828 5.34158 0.43087 0.1 0.2 0.1
S -1.20925 0.79751 4.38593 -0.1 0.0 0.1
S -1.72501 -4.39689 0.66212 -0.1 -0.1 0.0
N 0.05530 -0.16495 -2.13749 0.1 0.2 -0.5
N -0.65306 -2.09182 0.43990 -0.4 -0.1 0.4
N -0.59216 2.01664 -0.17336 -0.6 0.8 0.2
N 2.01230 -0.23175 -0.18225 0.4 0.0 -0.4
N -0.34213 0.09731 2.08583 -0.5 -0.1 0.6
N 0.71072 2.01384 2.93194 0.1 0.1 -0.1
N -0.02471 -3.56382 -1.26258 0.1 -0.1 0.0
C 2.34012 -1.90314 -5.96569 -0.1 0.0 0.1
C -1.27863 -0.88123 2.48698 0.3 -0.1 -0.2
C -0.17780 1.01770 3.03158 0.0 -0.2 -0.1
C -1.39484 2.83248 -0.19082 -0.1 0.6 -0.3
C 4.58516 0.21419 2.49928 -0.1 0.0 0.1
C 4.89323 1.55576 2.35464 -0.1 0.0 0.0
C -2.61229 -1.24567 -2.27742 0.1 0.1 0.0
C -2.40907 3.91536 -0.24730 0.4 -0.5 0.1
C 1.70403 2.16209 -5.19743 0.0 0.0 0.0
C 3.77534 2.82438 -1.65858 0.1 0.0 0.0
C 2.72053 2.56440 -0.57717 0.0 -0.1 0.0
C 4.15602 -2.77877 0.88635 -0.1 -0.1 0.0
C 3.00135 0.33584 0.70722 -0.1 0.0 -0.3
C -0.41313 1.37874 -4.01236 0.1 0.0 -0.1
C 0.67473 3.53488 -3.37620 0.0 0.0 0.0
C -1.30329 1.82029 -4.98892 0.0 0.0 0.0
C 4.20479 -1.75156 -4.42679 0.1 0.0 -0.1
C 3.68254 -2.04490 -5.71754 0.0 0.0 0.0
C -3.74250 -2.13023 -2.79602 0.0 0.0 -0.1
C 3.48323 -1.92838 1.96681 0.0 0.1 -0.2
C -0.82277 0.33508 -3.16670 0.2 0.0 0.0
C 5.56086 -1.83950 -4.00650 0.0 0.0 0.0
C 5.90169 -1.51210 -2.71838 -0.1 0.0 0.1
C 0.91817 2.10963 -3.88284 0.0 0.0 0.0
C 3.30929 1.70238 0.53460 0.0 0.1 0.0
C 3.29373 -1.32982 -3.47592 -0.1 0.0 0.1
C -3.07003 -0.57990 -0.97480 0.1 0.0 -0.1
C -2.97919 0.28823 -4.24274 0.0 0.0 0.0
C 2.06540 -2.43169 2.21093 0.0 0.1 0.0
C -2.12293 -0.19539 -3.26116 -0.1 0.0 0.0
C 2.35121 -0.60791 -1.51840 0.2 0.1 0.6
C 3.64172 -0.43057 1.69809 0.1 -0.1 0.2
C -2.05998 -3.21675 1.88458 -0.1 -0.2 0.0
C 2.14932 3.88443 -0.05173 0.0 0.0 0.0
C 1.42936 -1.44412 -4.97263 0.0 0.0 -0.1
C -0.69761 -3.28042 -0.14949 0.0 0.2 0.0
C 3.62438 -1.01987 -2.13751 0.0 0.0 0.1
C -2.57025 1.28269 -5.11644 0.0 0.0 0.0
C 4.93702 -1.09664 -1.75825 0.2 0.1 -0.1
C -1.85377 -0.63976 3.67319 -0.2 0.0 0.2
C 4.25157 2.29181 1.37702 0.0 0.0 0.0
C -1.40274 -2.07762 1.63145 0.2 0.2 0.0
C 1.91792 -1.14307 -3.73006 -0.1 0.0 0.0
C 1.36939 -0.62634 -2.46652 -0.7 0.1 -0.2
H -0.03978 -4.48855 -1.65932 0.0 0.0 0.0
H -1.76250 -1.89327 -2.06357 0.0 0.0 0.0
H 6.32448 -2.15873 -4.70554 0.0 0.0 0.0
H 1.90174 2.01798 -1.05134 0.0 0.0 0.0
H 4.62021 3.37763 -1.24176 0.0 0.0 0.0
H 4.02902 -2.09390 2.89627 0.1 0.0 0.0
H 5.26083 -0.83890 -0.75691 0.0 0.0 -0.1
H -4.67869 -1.58017 -2.90970 0.0 0.0 0.0
H -3.84172 0.16721 -1.17266 0.0 0.0 0.0
H 1.33726 3.72859 0.66777 0.1 0.0 0.0
H 4.34551 -2.38476 -6.50423 0.0 0.0 0.0
H 1.50286 -2.45147 1.27980 0.0 0.0 0.1
H 5.09489 -0.36486 3.25984 0.0 0.0 0.0
H 1.50045 1.90486 2.29971 0.0 0.0 0.0
H 0.22922 3.54004 -2.37784 0.0 0.0 0.0
H 2.90879 4.49158 0.44146 0.0 0.0 0.0
H 4.50802 3.33559 1.24380 0.0 0.0 0.0
H 4.14815 -3.82958 1.18214 0.0 0.0 0.0
H -3.48646 -2.56420 -3.76281 0.0 0.0 0.0
H -3.23839 1.63688 -5.89083 0.0 0.0 0.0
H 2.10424 -3.45179 2.59752 0.0 0.0 0.0
H 1.81598 1.17525 -5.64392 0.0 0.0 0.0
H -2.25773 -0.01112 -0.48572 -0.2 0.1 0.0
H -3.44690 -1.29547 -0.24245 0.0 0.0 0.0
H 1.53797 1.59301 -3.15048 0.0 0.0 0.0
H 1.61070 4.09540 -3.33221 -0.1 0.0 0.0
H 1.75348 4.47614 -0.87820 0.0 0.0 0.0
H 3.35499 3.42004 -2.47142 0.1 -0.1 0.1
H 6.93912 -1.57132 -2.41585 0.0 0.0 0.0
H 5.63491 2.01858 2.99337 0.0 0.0 0.0
H 4.15696 1.89214 -2.07871 0.0 0.0 0.0
H -0.99342 2.61121 -5.66234 0.0 0.0 0.0
H 0.85978 2.62612 3.71791 0.0 0.0 0.0
H 0.61497 -2.88686 -1.66323 0.0 0.0 0.0
H 0.00083 4.07499 -4.04488 0.0 0.0 0.0
H 2.70261 2.56547 -5.01835 0.0 0.0 0.0
H 1.95814 -2.13444 -6.95150 0.0 0.0 0.0
H 1.21642 2.81305 -5.92653 0.0 0.0 0.0
H 5.19458 -2.48479 0.72904 0.0 0.0 0.0
H -2.59218 -1.22765 4.19624 0.0 0.0 0.0
H 0.38262 -1.31633 -5.22483 0.0 0.0 0.0
H -3.93290 -2.94641 -2.09551 0.0 0.0 0.0
H -3.97608 -0.12270 -4.33700 0.0 0.0 0.0
H 1.53171 -1.81842 2.94264 0.0 0.0 0.0
H 3.63112 -2.69057 -0.06875 0.0 0.0 0.1
H -2.68954 -3.46131 2.72544 0.1 0.0 0.0
```
Positions in Å, forces in eV/Å.

Total charge: +2
Frontier orbital gap: 6.085 eV
E_HOMO: -11.9 eV

Electronic energy (hartree)
-3104.94062; -4312.20598
Maximum force (Eh/bohr)
0.06109; 0.03606